A structure of composition C28H42N6P2PdS2Se2, computed with the ωB97M-V functional and the def2-TZVPD basis.

For the HOMO energy (spin up / spin down), the calculation gives -18.02 / -17.78 eV. The energy above the lowest of the compared OMol25 structures with the same formula, charge and spin comes out at 5.5 kcal per mole. The net charge is +4. The value obtained for the gap between HOMO and LUMO (spin up / spin down) is 3.31 / 3.04 eV.

XYZ file:
```
83
Properties=species:S:1:pos:R:3:lowdin_charge:R:1
Pd 0.65186 -0.47245 -0.87130 0.47
Se -2.91741 3.48001 -0.77890 1.01
Se -1.22559 2.46026 0.35256 0.92
C 0.09930 2.70654 -1.05012 -0.59
C 0.41609 3.99903 -1.42885 -0.08
C 1.32867 4.20333 -2.45751 0.02
C 1.88843 3.09553 -3.06729 0.01
C 1.54646 1.83739 -2.60226 -0.17
N 0.67919 1.61871 -1.60299 -0.08
C -4.06484 3.60898 0.73720 -0.65
C -5.27418 4.27284 0.60771 -0.04
C -6.04732 4.38999 1.75937 0.01
C -5.57463 3.84577 2.93771 0.02
C -4.34106 3.18809 2.93918 -0.08
N -3.58911 3.06658 1.85198 -0.03
H -0.04381 4.83974 -0.92612 0.12
H 1.58710 5.20603 -2.77341 0.14
H 2.58579 3.19462 -3.88838 0.14
H 1.97331 0.96013 -3.06579 0.06
H -5.60220 4.68745 -0.33707 0.13
H -6.99806 4.90551 1.72649 0.14
H -6.13946 3.92484 3.85672 0.14
H -3.94881 2.75642 3.85159 0.12
C 3.91419 0.97707 -0.03857 -0.20
P 3.01146 -0.48271 -0.59660 0.86
C 3.73980 -0.78423 -2.24367 -0.21
C 3.38971 -1.88133 0.46937 -0.39
C 4.55055 -1.97600 1.22571 -0.04
C 4.78239 -3.12609 1.97464 -0.01
C 3.86813 -4.16976 1.96183 -0.01
C 2.70549 -4.08345 1.20099 -0.04
C 2.46161 -2.93431 0.45781 -0.37
P 1.04196 -2.76095 -0.63481 0.83
C 1.40101 -3.51323 -2.23515 -0.19
C -0.32582 -3.71723 0.03169 -0.22
H 3.78048 1.21016 1.01046 0.05
H 3.62406 1.82742 -0.65727 0.05
H 4.97567 0.78137 -0.21716 0.08
H 4.60057 -1.44548 -2.12087 0.08
H 4.09822 0.15963 -2.65522 0.06
H 3.04347 -1.24005 -2.94443 0.03
H 5.27577 -1.17149 1.24477 0.12
H 5.68133 -3.20361 2.57252 0.14
H 4.05647 -5.05809 2.55090 0.13
H 2.00935 -4.91256 1.20433 0.12
H 1.33020 -4.59763 -2.11546 0.08
H 2.40575 -3.28113 -2.57942 0.05
H 0.66694 -3.18422 -2.96886 0.03
H -0.00324 -4.75977 0.08463 0.08
H -1.17723 -3.65695 -0.64645 0.05
H -0.60978 -3.40742 1.03598 0.05
C 1.54964 1.07364 2.49315 -0.04
N 0.16600 0.87959 2.84804 -0.17
C -0.39345 1.86325 3.77691 -0.03
C -0.56065 -0.11322 2.30780 -0.47
N -0.32512 -0.60287 1.08473 0.04
N -1.62103 -0.57087 3.00587 -0.12
C -2.73580 -1.23839 2.34380 -0.02
C -1.53731 -0.82057 4.45377 0.00
H 2.17744 1.05190 3.38739 0.12
H 1.70340 2.03876 1.99738 0.10
H 1.84433 0.26527 1.83906 0.04
H -0.10665 2.85944 3.43496 0.10
H -0.01618 1.72975 4.79104 0.11
H -1.47682 1.79399 3.78298 0.08
H -0.85273 -1.45414 0.96895 -0.02
H -2.91377 -0.81019 1.35819 0.08
H -3.63101 -1.08924 2.94560 0.11
H -2.57796 -2.31903 2.26342 0.10
H -0.55325 -0.56223 4.83122 0.10
H -1.70452 -1.88284 4.63569 0.11
H -2.29513 -0.25194 4.99151 0.11
S -1.62603 -0.89782 -1.70220 0.64
C -1.53016 -0.99706 -3.40571 -1.04
N -2.55400 -1.32477 -4.15018 -0.02
C -2.39414 -1.26478 -5.61433 -0.15
C -0.88735 -1.24758 -5.88740 -0.34
S -0.11278 -0.66975 -4.33060 0.97
H -3.45458 -1.52985 -3.73425 0.17
H -2.88961 -0.37082 -5.99067 0.14
H -2.86135 -2.13926 -6.06155 0.14
H -0.62377 -0.55071 -6.67790 0.10
H -0.49383 -2.23099 -6.12892 0.10
```

=====

A structure of composition C4H2NiO2, computed with the ωB97M-V functional and the def2-TZVPD basis.

As for the expectation value of S²: 2.035. As for the spin multiplicity: 3. For the HOMO energy (spin up / spin down), the calculation gives -8.41 / -8.97 eV. The energy above the lowest of the compared OMol25 structures with the same formula, charge and spin comes out at 25.1 kcal per mole. The value obtained for the gap between HOMO and LUMO (spin up / spin down) is 6.72 / 7.08 eV.

XYZ file:
```
9
Properties=species:S:1:pos:R:3:mulliken_spin:R:1
O 1.65810 1.83500 -1.29081 0.03
C 1.09536 1.03447 -0.54683 0.00
H 1.62947 0.59845 0.32864 0.01
C -0.62620 -1.27829 0.90767 -0.12
C -0.65788 -0.60928 -0.24053 0.30
C -0.30903 0.63859 -0.64264 0.02
O -1.02873 0.71018 -1.83118 0.68
Ni -1.83795 -0.80511 2.33953 1.07
H 0.07687 -2.12400 0.97616 0.02
```

=====

The molecule C3H6N2OS, computed with the ωB97M-V functional and the def2-TZVPD basis.

For the HOMO energy, the calculation gives -9.19 eV. The energy above the lowest of the compared OMol25 structures with the same formula, charge and spin comes out at 78.7 kcal per mole. The value obtained for the gap between HOMO and LUMO is 9.89 eV. Its SMILES is [H]/N=C1/NO[C@@H](C)S1.

XYZ file:
```
13
Properties=species:S:1:pos:R:3:lowdin_charge:R:1
H 3.43008 -1.11710 -0.26376 0.05
N 2.95109 -0.22183 -0.24866 0.08
C 1.71154 -0.12581 -0.02053 -0.82
N 1.15545 1.11465 0.34526 0.00
O -0.15997 1.14226 -0.14875 -0.14
C -0.82418 0.07255 0.34920 -0.64
C -2.08126 -0.29670 -0.29923 -0.11
S 0.48907 -1.31093 0.13963 0.98
H 1.67894 1.90703 -0.17975 0.18
H -0.91907 0.05003 1.51198 0.14
H -2.38949 -1.33902 0.12990 0.12
H -2.82251 0.41410 0.06027 0.08
H -2.21968 -0.28924 -1.37555 0.09
```

=====

A structure of composition C19H18BaIN3O2S2, computed with the ωB97M-V functional and the def2-TZVPD basis.

For the HOMO energy, the calculation gives -6.86 eV. The value obtained for the gap between HOMO and LUMO is 4.95 eV.

XYZ file:
```
46
Properties=species:S:1:pos:R:3:lowdin_charge:R:1
C 3.55810 4.17600 0.93720 -0.17
C 4.74190 3.27740 0.56690 -0.17
H 3.23460 4.77850 0.08140 0.06
H 3.82110 4.86430 1.74790 0.07
H 2.69910 3.58310 1.27010 0.00
H 4.43560 2.48100 -0.12020 0.05
H 5.53720 3.85060 0.07790 0.06
H 5.17250 2.80260 1.45520 0.06
C -2.83890 0.98800 -0.87930 -0.13
C -4.04920 0.92170 -1.55980 -0.02
C -4.30020 -0.17710 -2.38010 -0.02
C -3.33230 -1.16860 -2.48970 0.01
H -2.57790 1.81540 -0.22350 0.03
H -4.77550 1.71930 -1.44410 0.12
H -5.23430 -0.26250 -2.92660 0.12
H -3.50850 -2.03090 -3.12250 0.11
N -1.90130 0.03220 -0.98250 -0.30
C -2.13420 -1.04320 -1.77860 -0.21
C -1.05220 -2.03890 -1.83060 -0.21
N 0.05330 -1.76400 -1.07660 -0.39
C 1.07610 -2.64030 -1.08530 -0.15
C -0.06470 -4.10380 -2.60040 -0.02
C 1.05840 -3.81260 -1.82690 -0.02
H 1.92640 -2.37120 -0.46910 0.09
H 1.91310 -4.47960 -1.79320 0.12
C -1.12410 -3.20560 -2.59730 0.01
H -2.00870 -3.40850 -3.18970 0.11
H -0.11510 -5.01130 -3.19350 0.12
Ba 0.00000 0.00000 0.00000 1.39
I -0.21030 2.22790 1.28770 -0.03
O 2.16860 2.25680 4.14420 -0.39
S 2.13070 0.92470 4.90740 0.81
O 3.54220 0.56090 5.39070 -0.36
N 2.08000 -0.14290 3.51350 -0.07
C 1.06920 -0.93950 3.53730 -0.83
S 0.77950 -2.14530 2.24320 0.39
C 0.19230 -0.78560 4.71220 -0.24
C -0.96890 -1.50260 5.02070 -0.02
C -1.65630 -1.19770 6.20800 -0.05
C -1.17880 -0.18870 7.06600 -0.07
C -0.01300 0.52190 6.74160 -0.04
C 0.65110 0.20160 5.55800 -0.25
H -1.33710 -2.27980 4.36350 0.09
H -2.55620 -1.74150 6.46560 0.10
H -1.71340 0.03920 7.98020 0.10
H 0.36130 1.29840 7.39570 0.12
```

=====

A cluster of 10 separate species, C37H39Cl8F5O in total, computed with the ωB97M-V functional and the def2-TZVPD basis.

For the HOMO energy, the calculation gives -9.14 eV. The value obtained for the gap between HOMO and LUMO is 9.58 eV. Its SMILES is Fc1ccccc1.Fc1ccccc1.Fc1ccccc1.Fc1ccccc1.Fc1ccccc1.CC(C)=O.ClCCl.ClCCl.ClCCl.ClCCl.

XYZ file:
```
90
Properties=species:S:1:pos:R:3:lowdin_charge:R:1
F -30.26984 -8.92921 -9.77652 0.05
C -29.33654 -8.63272 -8.83050 -0.28
C -28.43347 -7.66229 -9.20346 0.00
C -27.59750 -7.14379 -8.20859 -0.05
C -27.74452 -7.61981 -6.90228 -0.14
C -28.47005 -8.68794 -6.55452 -0.12
C -29.28418 -9.19606 -7.57236 -0.03
H -28.53135 -7.39763 -10.24595 0.12
H -26.86965 -6.35670 -8.33953 0.09
H -27.21715 -7.08728 -6.12466 0.05
H -28.48898 -9.05563 -5.53921 0.10
H -30.06787 -9.89582 -7.32222 0.11
F -23.99585 -2.85568 -13.84763 0.02
C -22.85407 -3.13696 -13.10824 -0.30
C -22.78631 -2.68153 -11.82358 -0.02
C -21.61414 -2.96158 -11.08010 -0.05
C -20.54980 -3.65144 -11.71804 -0.08
C -20.69758 -4.12503 -12.99908 -0.10
C -21.83530 -3.82727 -13.71706 -0.05
H -23.59415 -2.06007 -11.46643 0.11
H -21.51913 -2.54987 -10.08619 0.10
H -19.65177 -3.71282 -11.12124 0.08
H -19.96715 -4.60389 -13.63435 0.11
H -22.04684 -4.16741 -14.72004 0.12
F -24.47355 -8.64492 -8.44261 0.04
C -23.94375 -7.52013 -7.87873 -0.25
C -23.88633 -7.37031 -6.52520 -0.04
C -23.15772 -6.33355 -5.99992 -0.07
C -22.49348 -5.43773 -6.83137 -0.11
C -22.66019 -5.47447 -8.17356 -0.09
C -23.34448 -6.55205 -8.71573 -0.01
H -24.42036 -8.06670 -5.89570 0.07
H -22.95948 -6.26535 -4.94046 0.08
H -21.88708 -4.65260 -6.40447 0.08
H -22.12762 -4.77699 -8.80309 0.10
H -23.28998 -6.60646 -9.79298 0.04
F -23.13655 -0.43304 -3.83665 0.05
C -22.58906 -1.66589 -3.67784 -0.27
C -21.40899 -2.03980 -4.29177 -0.01
C -20.88511 -3.27035 -3.94637 -0.09
C -21.62751 -4.24675 -3.25154 -0.09
C -22.89769 -3.88736 -2.79024 -0.09
C -23.40460 -2.60516 -3.04059 -0.01
H -20.82496 -1.33487 -4.86481 0.12
H -19.90791 -3.59826 -4.26879 0.07
H -21.14681 -5.19686 -3.07094 0.10
H -23.49718 -4.63162 -2.28717 0.06
H -24.46230 -2.52155 -2.83888 0.12
F -22.27812 -12.37911 -8.32584 0.05
C -23.33903 -12.48344 -9.16674 -0.29
C -24.14016 -13.66202 -9.18479 -0.03
C -25.23493 -13.75826 -10.01254 -0.09
C -25.49430 -12.72328 -10.91484 -0.09
C -24.69584 -11.55480 -10.91367 -0.05
C -23.64708 -11.41417 -9.95010 -0.02
H -23.83573 -14.41080 -8.46850 0.12
H -25.76301 -14.69729 -10.08826 0.11
H -26.37545 -12.63029 -11.53237 0.10
H -25.00699 -10.68686 -11.47605 0.10
H -23.17885 -10.44098 -9.94100 0.11
C -18.68948 -5.00151 -5.88819 -0.02
C -19.07233 -4.37946 -7.23598 -0.48
C -18.26922 -4.83785 -8.40578 -0.02
O -19.84816 -3.45618 -7.27477 0.06
H -19.55143 -5.46834 -5.41150 0.07
H -18.19706 -4.30986 -5.20465 0.09
H -18.00798 -5.82514 -6.10101 0.07
H -17.52829 -4.07389 -8.64136 0.10
H -18.83403 -5.01352 -9.32132 0.07
H -17.70861 -5.74510 -8.18060 0.07
Cl -22.76221 -7.23406 -12.52209 0.51
C -24.33002 -6.53789 -13.01933 -1.00
Cl -25.00574 -5.60698 -11.72680 0.59
H -24.10124 -5.89100 -13.86627 0.02
H -24.95841 -7.38159 -13.30462 0.03
Cl -27.42268 -12.05456 -6.21556 0.52
C -26.01737 -11.18061 -6.87759 -0.97
Cl -24.94188 -10.77121 -5.55026 0.56
H -25.33737 -11.73715 -7.52255 0.01
H -26.42361 -10.22542 -7.21027 0.00
Cl -26.48369 -7.33806 -3.42522 0.48
C -25.25858 -8.48178 -2.66195 -0.89
Cl -23.85441 -7.44522 -2.15627 0.48
H -25.70541 -8.92394 -1.77148 0.03
H -24.96047 -9.30887 -3.30627 -0.03
Cl -24.97740 -2.36851 -8.17905 0.51
C -25.32634 -2.88381 -6.53676 -1.04
Cl -26.87270 -3.74107 -6.42357 0.53
H -24.47932 -3.45766 -6.16078 0.01
H -25.29937 -1.93214 -6.00601 0.02
```

=====

The molecule C19H14ClN3O5S, computed with the ωB97M-V functional and the def2-TZVPD basis.

For the HOMO energy, the calculation gives -8.72 eV. The value obtained for the gap between HOMO and LUMO is 8.95 eV. Its SMILES is O=C(Nc1c2c(nn1-c1cccc(Cl)c1)CS(=O)(=O)C2)c1ccc2c(c1)OCO2.

XYZ file:
```
43
Properties=species:S:1:pos:R:3:lowdin_charge:R:1
O -1.12250 -1.05087 -1.05665 0.11
C -0.12035 -1.08117 -0.37887 -0.43
N 0.20422 -0.07166 0.50031 0.17
C -0.60891 1.02581 0.75335 -0.15
C -0.98309 1.57530 1.96527 -0.16
C -1.85624 2.63133 1.62025 -0.29
N -2.00418 2.71725 0.31504 0.16
N -1.23161 1.75808 -0.21514 -0.01
C -1.13039 1.64232 -1.60918 -0.19
C -2.25564 1.88129 -2.38792 -0.01
C -2.17027 1.76824 -3.76268 -0.06
C -0.97745 1.41473 -4.37056 -0.10
C 0.14082 1.20106 -3.58119 -0.66
Cl 1.64195 0.76553 -4.31591 0.68
C 0.08564 1.33064 -2.20514 -0.05
C -2.47210 3.40566 2.70833 -0.11
S -2.01687 2.38556 4.18039 0.70
O -1.40143 3.20875 5.18347 -0.32
O -3.13689 1.58445 4.58009 -0.31
C -0.74031 1.29855 3.39043 -0.14
C 0.89666 -2.16015 -0.47276 -0.13
C 1.03286 -2.77967 -1.71046 -0.01
C 1.95852 -3.79301 -1.92876 0.03
C 2.72911 -4.17345 -0.85551 -0.20
C 2.58365 -3.56915 0.39819 -0.19
C 1.68234 -2.55986 0.61882 0.06
O 3.45359 -4.14406 1.28146 0.04
C 4.15225 -5.13152 0.55185 -0.15
O 3.69222 -5.13395 -0.78383 0.05
H 0.96527 -0.21785 1.14626 0.14
H -3.17981 2.14486 -1.90083 0.11
H -3.04447 1.94369 -4.37011 0.11
H -0.91164 1.30655 -5.44137 0.10
H 0.97529 1.18076 -1.61445 0.12
H -3.55346 3.47056 2.64022 0.11
H -2.03377 4.39009 2.84806 0.11
H -0.93741 0.27210 3.68846 0.11
H 0.22851 1.63251 3.75578 0.11
H 0.39615 -2.44732 -2.51538 0.12
H 2.06833 -4.26434 -2.89025 0.12
H 1.57268 -2.14346 1.60718 0.12
H 5.23077 -4.91006 0.57026 0.14
H 3.97546 -6.11973 1.00455 0.14
```

=====

| no. | strongest force on any atom (Eh/bohr) |
| --- | --- |
| 1 | 0.0249 |
| 2 | 0.1434 |
| 3 | 0.0774 |
| 4 | 0.2230 |
| 5 | 0.0577 |
| 6 | 0.0266 |